1.
DFT (ωB97M-V/def2-TZVPD) results for 9 unconnected molecules or ions with the total composition C36H45N9 at a distorted geometry.

CARTESIAN COORDINATES (ANGSTROEM)
N -16.3871 -5.0369 -15.3837
C -15.5454 -4.4943 -14.4483
C -14.9132 -3.4254 -15.0351
C -15.4072 -3.3151 -16.3632
C -16.3227 -4.3246 -16.5450
H -17.0024 -5.8160 -15.2163
H -15.4396 -4.9636 -13.4850
H -14.1293 -2.8318 -14.5924
H -15.0528 -2.6346 -17.1198
H -16.9034 -4.5674 -17.4189
N -15.5210 -7.0358 -10.7713
C -14.3745 -7.6082 -11.2566
C -13.5469 -6.6011 -11.6549
C -14.2129 -5.3662 -11.4117
C -15.4218 -5.6713 -10.8563
H -16.2703 -7.5529 -10.3469
H -14.3121 -8.6806 -11.3375
H -12.5892 -6.7994 -12.1114
H -13.8739 -4.3970 -11.7328
H -16.1903 -5.0508 -10.4262
N -10.6043 -5.8451 -15.4677
C -11.1589 -4.7326 -14.8917
C -10.1909 -3.7597 -14.8676
C -9.0163 -4.3141 -15.4390
C -9.2976 -5.6160 -15.7761
H -11.1183 -6.7103 -15.5750
H -12.2075 -4.7385 -14.6392
H -10.2877 -2.7598 -14.4768
H -8.0557 -3.8293 -15.4922
H -8.6913 -6.4084 -16.1803
N -10.7272 -3.5675 -10.3220
C -11.1978 -2.4811 -9.6370
C -12.0103 -1.7745 -10.4812
C -12.0211 -2.4577 -11.7303
C -11.1972 -3.5448 -11.6092
H -10.0923 -4.2654 -9.9793
H -10.9713 -2.3418 -8.5939
H -12.4881 -0.8335 -10.2669
H -12.5327 -2.1611 -12.6319
H -10.9201 -4.3411 -12.2794
N -18.5715 -7.0529 -14.0466
C -17.5187 -7.9371 -14.0272
C -17.2865 -8.3327 -15.3189
C -18.2367 -7.6732 -16.1523
C -19.0103 -6.8972 -15.3321
H -18.9935 -6.6298 -13.2382
H -17.0212 -8.2266 -13.1182
H -16.4925 -9.0182 -15.5679
H -18.3374 -7.8570 -17.2078
H -19.9185 -6.3563 -15.5414
N -20.7638 -3.7655 -20.1409
C -20.2824 -3.4070 -18.9160
C -19.7786 -4.5306 -18.3130
C -20.0012 -5.6158 -19.2043
C -20.6091 -5.1165 -20.3262
H -21.1986 -3.1480 -20.8017
H -20.3291 -2.3842 -18.5836
H -19.3872 -4.5903 -17.3109
H -19.7211 -6.6490 -19.0781
H -20.9627 -5.6055 -21.2166
N -20.8739 -1.6905 -13.4447
C -19.6609 -2.2657 -13.7094
C -19.8717 -3.3113 -14.5669
C -21.2658 -3.3626 -14.8365
C -21.8555 -2.3403 -14.1419
H -21.0139 -0.8209 -12.9620
H -18.7382 -1.8078 -13.3956
H -19.0969 -3.9803 -14.9075
H -21.7986 -4.0495 -15.4749
H -22.8888 -2.0579 -14.0402
N -13.8212 -6.4937 -16.4948
C -13.5460 -7.4212 -15.5416
C -12.6596 -8.3375 -16.0721
C -12.3169 -7.8371 -17.3592
C -13.0990 -6.7432 -17.6277
H -14.4348 -5.7140 -16.3051
H -14.0464 -7.4090 -14.5863
H -12.2585 -9.2275 -15.6170
H -11.6934 -8.3255 -18.0939
H -13.2323 -6.1729 -18.5297
N -11.3522 -3.9457 -18.1464
C -11.2597 -4.1787 -19.4888
C -11.9997 -3.2104 -20.1232
C -12.5390 -2.3663 -19.1251
C -12.1098 -2.8406 -17.9133
H -10.8361 -4.4552 -17.4475
H -10.6240 -4.9555 -19.8763
H -12.1376 -3.1054 -21.1872
H -13.1548 -1.4945 -19.2725
H -12.3527 -2.5102 -16.9190

DFT total energy: -51471.3332 eV
LUMO level: 0.48 eV
HOMO level: -7.73 eV
Total charge: 0
F_max: 1.20 eV/Å

From a Löwdin analysis of the wavefunction, the atomic charges in e read: 0.018, -0.126, -0.108, -0.099, -0.139, 0.075, 0.081, 0.080, 0.086, 0.106, 0.000, -0.149, -0.111, -0.118, -0.141, 0.140, 0.107, 0.092, 0.077, 0.110, 0.020, -0.158, -0.125, -0.106, -0.139, 0.094, 0.100, 0.095, 0.091, 0.108, 0.015, -0.141, -0.108, -0.125, -0.150, 0.144, 0.103, 0.088, 0.083, 0.092, 0.017, -0.137, -0.103, -0.096, -0.165, 0.149, 0.098, 0.097, 0.092, 0.108, 0.001, -0.132, -0.117, -0.110, -0.137, 0.143, 0.109, 0.058, 0.081, 0.104, 0.000, -0.135, -0.119, -0.115, -0.142, 0.144, 0.109, 0.063, 0.089, 0.105, 0.053, -0.156, -0.122, -0.134, -0.119, 0.092, 0.098, 0.091, 0.093, 0.109, 0.028, -0.147, -0.119, -0.121, -0.146, 0.098, 0.106, 0.086, 0.087, 0.099



2.
DFT (ωB97M-V/def2-TZVPD) results for 2 unconnected molecules or ions with the total composition C4H13N2O at a distorted geometry.

CARTESIAN COORDINATES (ANGSTROEM)
C 1.1262 0.7165 2.0617
C 0.6184 -0.7477 2.0564
C 0.8686 -1.4912 0.6146
N 0.2850 -0.6228 -0.3895
C 0.4047 -0.7226 -1.7212
N -0.3883 0.0966 -2.4663
H 0.3612 1.4493 1.9036
H 2.0453 0.9600 1.3672
H 1.4871 0.8905 3.0853
H -0.4690 -0.7918 2.2192
H 1.0666 -1.3103 2.8903
H 0.2579 -2.4317 0.5383
H 1.8924 -1.5842 0.4064
H -0.4442 0.0044 -0.0835
H 0.8678 -1.5583 -2.2316
H -0.5387 0.0728 -3.4832
H -1.0601 0.7168 -1.9653
H -2.5245 2.8566 -1.4292
H -3.3351 1.5092 -1.5884
O -2.5213 1.9878 -1.7850

DFT total energy: -9380.0885 eV
LUMO level: -3.68 eV
HOMO level: -14.60 eV
Total charge: +1
F_max: 3.58 eV/Å

From a natural (NBO) analysis of the wavefunction, the atomic charges in e read: -0.647, -0.403, -0.221, -0.509, 0.398, -0.743, 0.213, 0.220, 0.244, 0.209, 0.242, 0.217, 0.219, 0.413, 0.241, 0.443, 0.440, 0.501, 0.497, -0.974



3.
DFT (ωB97M-V/def2-TZVPD) results for C5H7ClO3 in the gas phase at a distorted geometry.

CARTESIAN COORDINATES (ANGSTROEM)
C 3.1128 -0.4299 0.1727
C 0.8297 -0.0969 -0.1503
C -0.1858 0.9959 -0.0930
C -1.5777 0.7919 -0.0755
C -2.1086 -0.6582 -0.0263
H 2.9736 -0.7153 0.9769
H 2.9853 -1.3030 -0.6008
H 4.1302 0.1094 0.2191
H -0.0867 1.9604 -0.0694
H -3.2112 1.5286 -0.0725
H -1.8146 -1.2592 0.9247
H -1.5750 -1.1869 -0.7941
O 2.0512 0.5107 -0.2349
O 0.6642 -1.2634 -0.1606
O -2.3758 1.7658 0.0283
Cl -3.8115 -0.7499 -0.0445

DFT total energy: -23960.1747 eV
LUMO level: 0.63 eV
HOMO level: -9.03 eV
Total charge: 0
F_max: 16.38 eV/Å

From a natural (NBO) analysis of the wavefunction, the atomic charges in e read: -0.196, 0.776, -0.469, 0.433, -0.513, 0.126, 0.197, 0.190, 0.216, 0.485, 0.257, 0.264, -0.520, -0.614, -0.611, -0.021



4.
DFT (ωB97M-V/def2-TZVPD) results for C18H21N3O3S in the gas phase.

CARTESIAN COORDINATES (ANGSTROEM)
C 0.0536 3.0673 -2.2260
C 0.2921 2.1287 -1.0908
C -0.0128 0.7684 -1.1545
C 0.1308 -0.0095 0.0176
N 0.6898 0.5094 1.1130
C 1.0545 1.7815 1.1597
C 0.8231 2.6386 0.0893
H 1.0820 3.6826 0.1507
C 1.6935 2.2261 2.4061
C 2.4223 1.3116 3.1644
C 3.0412 1.7041 4.3352
C 2.9344 3.0147 4.7718
C 2.2012 3.9279 4.0326
C 1.5854 3.5396 2.8570
H 0.9984 4.2562 2.3025
H 2.1066 4.9479 4.3754
H 3.4169 3.3229 5.6875
H 3.6084 0.9876 4.9108
H 2.4991 0.2944 2.8141
N -0.2230 -1.3191 0.1706
N -1.2497 -1.9285 -0.5612
C -1.1111 -3.2244 -0.9715
O -0.0965 -3.8649 -0.7591
C -2.3062 -3.8469 -1.5958
C -3.2382 -3.1281 -2.5387
C -3.7059 -3.4782 -1.1698
H -3.8203 -2.6872 -0.4448
H -4.4155 -4.2830 -1.0505
H -3.6199 -3.7011 -3.3706
H -3.0395 -2.0958 -2.7775
H -2.1152 -4.8938 -1.8018
H -1.9328 -1.3187 -1.0010
C -0.0096 -1.9383 1.4674
H 0.0028 -3.0163 1.3263
H -0.7916 -1.6587 2.1772
H 0.9502 -1.6109 1.8520
S -0.5032 0.0368 -2.7197
O -1.9051 -0.3286 -2.6162
O -0.1724 0.8924 -3.8245
C 0.5275 -1.4476 -2.9389
H -0.0682 -2.2020 -3.4389
H 0.8992 -1.8235 -1.9948
H 1.3471 -1.1340 -3.5728
H 0.7370 2.8607 -3.0468
H -0.9528 2.9454 -2.6187
H 0.1924 4.0946 -1.8966

DFT total energy: -40453.2519 eV
LUMO level: 0.07 eV
HOMO level: -8.32 eV
Total charge: 0
F_max: 0.81 eV/Å

From a natural (NBO) analysis of the wavefunction, the atomic charges in e read: -0.645, 0.116, -0.462, 0.424, -0.500, 0.244, -0.305, 0.220, -0.002, -0.195, -0.208, -0.200, -0.210, -0.211, 0.212, 0.215, 0.215, 0.215, 0.226, -0.246, -0.496, 0.671, -0.625, -0.334, -0.417, -0.398, 0.217, 0.222, 0.222, 0.251, 0.243, 0.437, -0.411, 0.231, 0.190, 0.232, 2.173, -0.984, -0.940, -0.862, 0.255, 0.263, 0.253, 0.254, 0.238, 0.213